Entry 1:
Computed, not measured: a structure of composition CHCeO3, with the ωB97M-V functional and the def2-TZVPD basis.

Its net charge is +1. Its expectation value of S² is 2.001. Its multiplicity is 3. For the gap between HOMO and LUMO (alpha / beta), the calculation gives 6.1917 / 9.4669 eV. The LUMO energy (alpha / beta) is -0.19046 / -0.19498 Ha.

```
6
Properties=species:S:1:pos:R:3:forces:R:3:mulliken_charge:R:1
H 1.5855 0.1512 0.7610 -2.526 -1.610 2.600 0.424
O -1.2885 -0.0170 0.3601 -1.629 -2.539 -0.186 -0.648
O 0.7283 -0.2142 1.3451 2.553 -0.640 -0.659 -0.450
O 0.5869 0.0884 -0.7305 -0.959 -1.899 -3.175 -0.803
C -0.0707 -0.3363 0.3065 1.603 6.787 0.179 0.936
Ce -1.5415 0.3279 -2.0422 0.959 -0.099 1.241 1.540
```
Forces are in eV/Å.


Entry 2:
Computed, not measured: a structure of composition C22H43N2OP2Ru, with the ωB97M-V functional and the def2-TZVPD basis.

Its net charge is +3. Its expectation value of S² is 6.037. Its multiplicity is 5. For the gap between HOMO and LUMO (alpha / beta), the calculation gives 7.6211 / 4.3522 eV. The LUMO energy (alpha / beta) is -0.35671 / -0.51518 Ha.

```
71
Properties=species:S:1:pos:R:3:forces:R:3:mulliken_charge:R:1
Ru 0.1505 0.0632 -0.5268 -3.069 -0.840 0.248 -0.403
P -0.0412 -2.2536 -0.9008 0.988 -2.777 -0.937 1.742
P -0.0331 2.3688 -0.6699 1.022 3.113 -0.632 1.608
N 0.3138 0.1359 -2.5322 1.829 0.109 -2.255 -0.022
C 0.0589 -2.3282 -2.7565 -0.213 0.484 -0.035 -0.866
H 0.6730 -3.1735 -3.0908 -0.255 0.130 0.201 0.320
H -0.9555 -2.4726 -3.1545 0.252 -0.002 0.158 0.539
C 0.6322 -1.0296 -3.3279 -0.059 -0.416 -0.895 -1.001
H 1.7403 -1.1035 -3.4625 -0.515 0.253 0.337 0.357
H 0.2490 -0.8620 -4.3546 0.175 -0.141 0.354 0.515
C 0.6239 1.3750 -3.2139 -0.085 0.406 -0.746 -1.031
H 0.2240 1.3028 -4.2436 0.172 0.157 0.318 0.552
H 1.7292 1.4560 -3.3536 -0.488 -0.242 0.293 0.374
C 0.0601 2.6117 -2.5092 -0.258 -0.396 -0.154 -0.849
H -0.9566 2.8024 -2.8813 0.264 -0.020 0.133 0.495
H 0.6797 3.4819 -2.7597 -0.274 -0.128 0.194 0.365
C 1.4398 3.3686 -0.1054 -0.077 -0.342 -0.092 0.168
C 1.8240 3.0978 1.3469 0.147 -0.020 0.202 -1.043
H 2.6717 3.7429 1.6174 -0.234 -0.225 0.006 0.502
H 2.1412 2.0610 1.5002 0.008 0.108 0.048 0.140
H 1.0024 3.3190 2.0379 0.189 0.079 -0.101 0.070
C -1.6063 3.2061 -0.1673 -0.534 -0.470 -0.068 0.426
C -1.7591 3.3705 1.3445 0.150 0.230 0.254 -1.125
H -2.7124 3.8753 1.5585 0.260 -0.248 -0.050 0.509
H -0.9641 3.9969 1.7724 -0.246 -0.093 -0.140 0.213
H -1.7618 2.4065 1.8645 -0.106 0.082 -0.001 0.104
C -1.6298 -3.1255 -0.5303 -0.437 0.448 0.171 0.316
C -1.8146 -3.3834 0.9646 -0.075 -0.199 0.312 -1.154
H -2.8181 -3.8000 1.1449 0.345 0.168 -0.078 0.487
H -1.7062 -2.4672 1.5520 -0.143 -0.179 -0.144 0.078
H -1.0874 -4.1213 1.3361 -0.226 0.148 -0.161 0.223
C 1.4213 -3.3147 -0.4225 -0.103 0.431 0.048 0.080
C 1.7578 -3.2117 1.0622 0.396 -0.017 0.207 -1.203
H 2.7639 -3.6233 1.2220 -0.280 0.057 0.040 0.496
H 1.0610 -3.7893 1.6822 0.144 0.057 -0.204 0.142
H 1.7653 -2.1765 1.4161 0.057 -0.179 -0.051 0.152
C 1.9365 0.0046 -0.1248 5.786 -0.216 2.104 0.131
O 3.0770 -0.0442 0.1474 -4.211 0.178 -1.323 -0.302
C -1.9176 4.5253 -0.8876 0.112 0.137 -0.089 -1.419
H -1.2457 5.3323 -0.5753 -0.259 -0.219 -0.122 0.279
H -1.8849 4.4340 -1.9758 0.038 0.089 0.151 0.294
H -2.9419 4.8198 -0.6298 0.206 -0.077 -0.007 0.497
C -1.9074 -4.3994 -1.3396 0.148 -0.088 -0.154 -1.402
H -2.9405 -4.7122 -1.1401 0.235 0.102 -0.010 0.478
H -1.8261 -4.2376 -2.4181 -0.005 -0.131 0.167 0.326
H -1.2455 -5.2250 -1.0531 -0.256 0.259 -0.098 0.275
C 1.3514 -4.7786 -0.8601 0.101 -0.199 -0.050 -1.594
H 2.3509 -5.2182 -0.7407 -0.221 0.112 -0.019 0.461
H 0.6713 -5.3620 -0.2263 0.155 0.185 -0.184 0.323
H 1.0718 -4.9104 -1.9110 -0.008 -0.020 0.240 0.336
C 1.3375 4.8710 -0.3719 0.144 0.244 0.010 -1.584
H 0.6438 5.3642 0.3218 0.190 -0.142 -0.213 0.327
H 2.3288 5.3139 -0.2053 -0.224 -0.108 0.007 0.494
H 1.0653 5.1185 -1.4033 -0.079 -0.036 0.229 0.338
H 2.2379 2.9567 -0.7466 -0.097 0.076 0.091 0.431
H 2.2325 -2.8214 -0.9884 -0.144 -0.090 0.112 0.444
H -2.3534 2.4604 -0.4865 -0.014 0.203 -0.008 0.351
H -2.3622 -2.3595 -0.8354 -0.041 -0.222 0.041 0.396
H -1.4405 0.0785 -1.6000 -0.793 -0.162 1.953 0.047
H -1.7935 -0.0378 -0.8114 0.554 0.256 -1.014 0.215
C -0.1713 0.2464 4.9461 0.045 0.117 -0.118 -0.808
C -0.1896 1.0369 3.7838 0.079 0.101 1.861 -0.398
C -0.1557 0.3731 2.5413 -0.094 -1.341 -1.069 -0.003
N -0.1541 -0.9500 2.4257 0.199 0.390 -0.119 0.226
C -0.1161 -1.7017 3.5337 -0.056 -0.231 -1.897 0.137
C -0.1462 -1.1489 4.8213 0.095 1.384 1.449 -0.730
H -0.1582 0.7184 5.9246 -0.081 -0.106 -0.114 0.494
H -0.2062 2.1289 3.8107 -0.006 -0.347 0.178 0.472
H -0.1065 0.9170 1.5630 -0.090 -0.152 1.098 0.323
H -0.0481 -2.7810 3.3733 -0.097 0.278 0.148 0.381
H -0.1303 -1.8184 5.6795 -0.033 0.252 -0.010 0.492
```
Forces are in eV/Å.


Entry 3:
Computed, not measured: an isolated molecule of C19H37N3O3, with the ωB97M-V functional and the def2-TZVPD basis.

As for the structure (SMILES): CCOC(=O)N1CCC(N2CCN(CCC(C)C)[C@H](CCO)C2)CC1. Its net charge is 0. Its multiplicity is 1. For the gap between HOMO and LUMO, the calculation gives 8.9286 eV. Its relative energy (zero: lowest compared OMol25 entry of this formula, charge and spin) is 1.4 kcal/mol. The LUMO energy is 0.02549 Ha.

```
62
Properties=species:S:1:pos:R:3:forces:R:3:mulliken_charge:R:1
C -5.2909 -3.2369 3.8507 0.089 0.336 -0.339 -1.241
C -5.4667 -1.8826 3.1895 -0.321 0.079 0.400 -0.207
H -6.5021 -1.7285 2.8658 0.162 0.017 0.071 0.299
H -5.2023 -1.0679 3.8732 -0.086 -0.111 -0.120 0.304
O -4.6111 -1.8284 2.0494 0.208 -0.048 -0.189 -0.323
C -4.6732 -0.6744 1.3430 -0.168 -0.133 0.025 0.788
O -5.3752 0.2589 1.6570 -0.185 0.216 0.237 -0.647
N -3.8934 -0.7037 0.2385 0.063 -0.139 -0.125 0.180
C -2.9510 -1.7547 -0.0645 0.233 -0.268 0.203 -1.106
H -3.1512 -2.6080 0.5819 0.026 0.054 -0.187 0.494
C -1.5187 -1.2520 0.1262 -0.031 0.050 -0.380 -0.328
H -0.8180 -2.0458 -0.1388 0.053 -0.037 0.042 0.420
H -1.3706 -0.9926 1.1760 0.033 -0.025 0.064 0.208
C -1.2899 -0.0133 -0.7554 -0.215 0.027 0.304 -0.824
N 0.0619 0.5358 -0.7306 0.087 0.057 -0.119 0.956
C 1.0267 -0.2180 -1.5115 0.321 -0.175 -0.049 -1.136
H 1.2591 -1.1816 -1.0223 -0.059 0.043 -0.036 0.347
C 2.3540 0.5508 -1.7033 -0.077 0.009 -0.445 0.076
N 2.8770 1.1093 -0.4625 -0.005 0.076 0.086 0.574
C 1.8541 1.7016 0.3764 -0.278 -0.083 0.170 -1.632
C 0.6277 0.8054 0.5796 0.231 0.278 0.085 -0.556
H 0.9278 -0.1232 1.0950 -0.084 0.025 -0.003 0.303
H -0.1025 1.3286 1.1967 -0.004 -0.031 0.051 0.637
H 1.5183 2.6308 -0.0871 -0.076 0.026 0.099 0.273
H 2.2969 1.9528 1.3421 -0.007 0.030 -0.039 0.561
C 3.7874 0.2109 0.2316 0.291 0.037 -0.215 -0.478
H 3.4318 -0.8305 0.2234 -0.009 0.021 0.091 0.073
C 5.1875 0.2962 -0.3821 -0.042 -0.105 0.499 -0.854
H 5.4361 1.3548 -0.4752 -0.020 0.042 -0.049 0.278
H 5.1828 -0.1296 -1.3873 0.041 -0.008 -0.136 0.258
C 6.2654 -0.4036 0.4517 0.057 -0.077 -0.343 0.813
C 7.6478 -0.0754 -0.1098 -0.212 0.008 0.236 -1.631
H 7.7356 -0.4352 -1.1328 0.038 -0.046 -0.150 0.333
H 7.8185 0.9985 -0.1084 0.070 0.120 -0.038 0.402
H 8.4251 -0.5470 0.4871 0.136 -0.043 0.021 0.443
C 6.0641 -1.9173 0.4821 -0.009 0.257 0.186 -1.468
H 6.0630 -2.3192 -0.5291 -0.005 -0.077 -0.144 0.297
H 5.1242 -2.1799 0.9603 -0.104 -0.122 0.028 0.358
H 6.8690 -2.3937 1.0376 0.064 -0.115 0.046 0.438
H 6.2104 -0.0242 1.4786 -0.018 0.021 -0.010 0.292
H 3.8532 0.5298 1.2745 -0.029 -0.046 0.025 0.414
C 2.3334 1.5723 -2.8613 -0.266 0.077 0.161 -1.064
H 2.0098 1.0361 -3.7569 0.013 -0.001 -0.099 0.390
C 1.4819 2.8393 -2.7319 0.440 0.013 -0.088 -0.763
H 1.8579 3.4535 -1.9010 0.041 0.000 -0.109 0.229
O 0.1066 2.6072 -2.6044 -0.417 -0.114 0.002 -0.694
H -0.0171 1.9819 -1.8615 -0.023 0.001 0.052 0.380
H 1.6013 3.4237 -3.6504 0.109 -0.016 0.134 0.497
H 3.3638 1.8974 -3.0168 0.072 -0.032 -0.030 0.413
H 3.0783 -0.2034 -2.0343 -0.093 0.039 0.064 0.333
H 0.6001 -0.4336 -2.4933 -0.002 -0.023 0.018 0.410
C -2.3212 1.0599 -0.3873 -0.047 -0.292 -0.283 -0.442
C -3.7320 0.4954 -0.5553 -0.074 0.390 0.164 -1.289
H -4.4808 1.2157 -0.2238 0.072 -0.096 -0.147 0.545
H -3.9129 0.2453 -1.6064 -0.015 0.035 0.012 0.363
H -2.1921 1.9304 -1.0303 0.023 0.070 -0.008 0.430
H -2.1926 1.3719 0.6497 0.006 0.055 0.061 0.279
H -1.4748 -0.3004 -1.7989 0.004 0.013 0.034 0.268
H -3.0983 -2.0573 -1.1084 0.013 -0.052 0.050 0.309
H -5.9334 -3.3018 4.7238 -0.059 -0.028 0.095 0.396
H -5.5536 -4.0298 3.1555 -0.040 -0.122 -0.017 0.314
H -4.2574 -3.3728 4.1583 0.085 -0.057 0.079 0.309
```
Forces are in eV/Å.


Q: Among the records above, which one has the lowest multiplicity?
A: C19H37N3O3